Computed, not measured: a single C7H6 molecule in a non-equilibrium geometry, with ωB97M-V/def2-TZVPD.

Atoms and positions in Å:
C  -1.101  -1.069  0.003
C  -2.449  -0.392  -0.043
C  -0.073  -0.228  -0.038
C  0.093  1.189  0.094
C  -2.742  0.881  0.031
C  1.209  0.383  -0.003
C  2.622  0.225  0.016
H  -0.934  -2.141  0.301
H  -3.293  -1.169  0.131
H  -2.308  1.794  -0.402
H  3.094  1.244  -0.387
H  2.754  -0.728  -0.629
H  3.127  0.010  0.927

Calculated values
calculated total energy: -270.01012 hartree
E_HOMO (alpha / beta): -8.278 / -8.204 eV
LUMO level (alpha / beta): -0.4 / -1.8 eV

Computed, not measured: a molecular structure, C44H43N3O6S3SiSr, with ωB97M-V/def2-TZVPD.

Atoms and positions in Å:
Sr  0.128  -0.088  -0.123
C  -5.838  1.381  -2.005
Si  -5.305  2.644  -0.725
C  -6.857  3.154  0.218
C  -4.641  4.199  -1.536
C  -4.106  1.904  0.526
C  -4.482  1.770  1.851
C  -3.649  1.154  2.788
C  -2.437  0.680  2.334
N  -2.030  0.811  1.070
C  -2.825  1.407  0.157
S  -2.255  1.535  -1.482
H  -6.555  1.822  -2.702
H  -6.324  0.533  -1.515
H  -4.981  1.011  -2.565
H  -7.547  3.644  -0.473
H  -6.640  3.867  1.017
H  -7.385  2.304  0.657
H  -5.374  4.548  -2.269
H  -3.691  4.020  -2.036
H  -4.507  4.992  -0.796
H  -5.449  2.136  2.180
H  -3.941  1.031  3.822
H  -1.744  0.164  2.993
C  1.845  -1.001  -4.678
C  1.397  -0.387  -3.500
N  0.467  -0.895  -2.723
C  -0.103  -2.064  -3.074
C  0.276  -2.760  -4.232
C  1.282  -2.198  -5.037
C  -0.364  -3.998  -4.577
C  -1.355  -4.494  -3.811
C  -1.790  -3.800  -2.632
C  -2.846  -4.273  -1.834
C  -3.226  -3.559  -0.729
C  -2.528  -2.384  -0.415
N  -1.533  -1.927  -1.141
C  -1.169  -2.604  -2.243
H  2.611  -0.529  -5.277
H  1.812  0.564  -3.176
H  1.591  -2.716  -5.937
H  -0.037  -4.515  -5.471
H  -1.849  -5.422  -4.070
H  -3.348  -5.194  -2.106
H  -4.039  -3.885  -0.095
H  -2.786  -1.804  0.464
O  2.006  0.853  1.460
S  3.401  0.706  1.979
C  4.216  2.300  1.705
C  3.898  2.977  0.371
C  2.836  4.064  0.515
C  2.225  4.499  -0.816
S  0.766  3.539  -1.305
O  1.137  2.133  -0.927
C  -0.350  4.141  -0.053
C  -0.434  3.521  1.183
C  -1.295  4.041  2.138
C  -2.053  5.167  1.854
C  -1.964  5.775  0.610
C  -1.117  5.256  -0.356
C  4.284  -0.263  0.772
C  5.327  -1.064  1.210
C  6.004  -1.856  0.294
C  5.622  -1.853  -1.040
C  4.563  -1.060  -1.464
C  3.890  -0.260  -0.558
H  5.280  2.081  1.830
H  3.914  2.922  2.551
H  3.565  2.238  -0.355
H  4.817  3.411  -0.031
H  3.274  4.941  1.000
H  2.052  3.716  1.183
H  2.936  4.397  -1.639
H  1.893  5.539  -0.801
H  0.145  2.629  1.386
H  -1.389  3.546  3.095
H  -2.730  5.563  2.601
H  -2.572  6.640  0.377
H  -1.077  5.698  -1.345
H  5.591  -1.094  2.260
H  6.816  -2.489  0.628
H  6.140  -2.483  -1.751
H  4.248  -1.081  -2.500
H  3.053  0.351  -0.871
O  1.606  -2.050  0.092
C  1.036  -2.418  1.156
O  0.017  -1.859  1.628
C  1.655  -3.564  1.916
C  2.841  -4.124  1.459
C  3.468  -5.165  2.147
C  2.848  -5.605  3.291
O  3.257  -6.595  4.146
C  2.244  -6.695  5.147
O  1.285  -5.670  4.916
C  1.666  -5.048  3.748
C  1.042  -4.022  3.090
H  3.268  -3.717  0.551
H  4.393  -5.608  1.807
H  2.699  -6.549  6.127
H  1.757  -7.670  5.064
H  0.126  -3.564  3.436

Calculated values
calculated total energy: -3833.18461 hartree
E_HOMO: -6.493 eV
LUMO level: 0.1 eV

Computed, not measured: a molecular structure, C4H10NOP in a non-equilibrium geometry, with ωB97M-V/def2-TZVPD.

Atoms and positions in Å:
C  -2.135  0.550  0.637
C  1.265  1.226  0.820
C  1.968  1.095  -1.424
C  -0.973  -2.246  0.250
N  0.991  1.409  -0.420
O  -0.621  -1.504  -0.797
P  -1.161  0.557  -0.750
H  -2.237  -0.409  1.257
H  -2.803  1.415  0.933
H  2.251  0.959  1.357
H  0.357  1.297  1.430
H  1.602  0.097  -1.731
H  1.743  1.842  -2.305
H  2.989  1.189  -0.970
H  -0.116  -2.754  0.668
H  -1.786  -2.958  -0.051
H  -1.332  -1.766  1.096

Calculated values
calculated total energy: -629.58218 hartree
E_HOMO: -8.421 eV
LUMO level: 0.2 eV

Computed, not measured: a molecular structure, C26H22N4O3S4Ti, with ωB97M-V/def2-TZVPD.

Atoms and positions in Å:
Ti  -0.157  -0.513  -0.155
N  -1.335  -0.730  4.170
C  -1.201  -0.446  2.861
S  -0.994  -1.778  1.772
N  -1.269  0.810  2.506
N  -1.180  0.944  1.151
C  -1.567  2.073  0.668
C  -1.994  3.221  1.502
C  -1.052  3.862  2.303
C  -1.424  4.959  3.060
C  -2.738  5.412  3.036
C  -3.678  4.767  2.248
C  -3.306  3.676  1.476
C  -1.606  2.153  -0.799
C  -2.041  3.270  -1.492
C  -2.120  3.201  -2.876
C  -1.771  2.026  -3.513
C  -1.317  0.963  -2.748
N  -1.225  1.030  -1.424
H  -1.146  -1.658  4.500
H  -1.408  0.030  4.824
H  -0.037  3.489  2.334
H  -0.689  5.458  3.678
H  -3.026  6.266  3.634
H  -4.704  5.112  2.236
H  -4.042  3.169  0.862
H  -2.311  4.166  -0.954
H  -2.457  4.058  -3.445
H  -1.828  1.923  -4.587
H  -1.007  0.032  -3.203
S  1.693  -0.518  1.299
C  3.147  -0.051  0.454
C  4.399  -0.115  1.068
C  5.535  0.231  0.359
C  5.438  0.642  -0.969
C  4.203  0.712  -1.585
C  3.056  0.361  -0.873
S  1.459  0.492  -1.557
H  4.470  -0.441  2.098
H  6.504  0.180  0.839
H  6.331  0.907  -1.521
H  4.115  1.036  -2.614
C  1.691  -2.855  -7.133
C  1.108  -2.852  -5.749
C  -0.238  -3.143  -5.537
C  -0.774  -3.150  -4.260
C  0.044  -2.852  -3.182
C  1.388  -2.561  -3.364
C  1.910  -2.566  -4.646
S  -0.654  -2.816  -1.564
O  0.459  -2.508  -0.628
O  -1.381  -4.018  -1.331
O  -1.466  -1.560  -1.496
H  0.934  -3.070  -7.885
H  2.477  -3.606  -7.222
H  2.139  -1.888  -7.368
H  -0.870  -3.376  -6.384
H  -1.817  -3.396  -4.103
H  2.010  -2.333  -2.510
H  2.961  -2.342  -4.791

Calculated values
calculated total energy: -3891.11199 hartree
E_HOMO: -7.509 eV
LUMO level: -1.2 eV